Entry 1:
C35H29AuN3O4P2 | ωB97M-V with the def2-TZVPD basis set

```
! RIJCOSX wB97M-V def2-TZVPD def2/J DEFGRID3
* xyz 1 3
H -4.75 -0.83 -1.47
C -2.93 -0.96 -2.61
H 6.36 3.91 0.81
C 0.60 2.91 0.83
H -1.65 4.24 -3.11
C 0.68 -0.94 2.57
C 3.23 -1.53 -0.28
C -1.13 3.69 -2.34
H 0.36 -5.27 -0.11
H 6.02 2.66 -1.29
C -5.08 -0.42 -3.55
H 1.30 -2.62 5.45
C -2.83 -0.11 1.02
H -1.28 -0.97 -4.00
N -0.19 1.94 -1.34
H 3.62 -2.31 4.67
H -1.90 -3.79 -1.07
C 3.85 1.89 1.81
O 0.61 1.75 1.36
C -3.57 -0.01 2.18
C -2.35 -0.82 -3.88
C 0.16 -3.20 -0.96
H -4.87 -1.03 3.54
H 3.55 -1.16 -1.26
C 4.44 1.46 -0.49
C 5.41 2.44 -0.42
H 2.83 -4.45 0.54
C 0.80 -4.31 -0.30
C -0.08 3.00 -0.52
O -1.44 6.31 -1.38
C -3.56 -2.39 0.74
C 2.19 -2.54 -0.45
H 4.09 -1.88 0.29
C 0.44 -1.61 3.76
H -6.14 -0.26 -3.43
H -3.57 0.91 2.74
Au 0.35 -0.17 -0.99
C 3.05 -1.28 2.88
H -4.87 -3.14 2.26
C 3.66 1.17 0.64
C 1.99 -0.78 2.12
C 2.06 -3.89 0.03
H 0.38 5.18 0.78
C -4.30 -1.10 2.63
N -0.85 2.38 -2.42
H -2.24 0.74 0.68
H 4.07 -1.14 2.55
C -4.29 -2.29 1.91
O -0.14 5.93 0.39
C 2.80 -1.94 4.08
P 2.32 -0.02 0.51
C -0.77 5.56 -0.71
C -4.30 -0.75 -2.45
N 1.03 -2.18 -1.05
H 3.21 1.70 2.67
H 4.29 0.92 -1.42
C -0.63 4.13 -1.14
H -5.12 -0.06 -5.66
H -1.06 1.75 -3.18
H -0.58 -1.73 4.11
C 1.49 -2.11 4.51
O 0.95 3.96 1.35
H -2.69 -0.42 -5.95
C -2.82 -1.30 0.28
H -1.22 -3.19 -2.57
C -4.50 -0.31 -4.81
H -3.58 -3.32 0.18
C 5.61 3.14 0.76
C 4.83 2.86 1.87
H -0.14 -0.53 2.00
P -1.83 -1.31 -1.22
C -1.22 -3.05 -1.49
H 4.97 3.42 2.79
C -3.14 -0.51 -4.97
*
```

The LUMO energy (alpha / beta) is -2.61 / -5.44 eV. The calculation puts the highest occupied orbital energy (alpha / beta) at -10.418 / -11.334 eV. The value obtained for the orbital gap (alpha / beta) is 7.808 / 5.896 eV. The calculation puts the energy above the lowest of the compared OMol25 structures with the same formula, charge and spin at 7.4 kcal per mole.

Results of the Mulliken charge analysis, in e, for atoms 1 through 6: number 1, H, carries 0.413; number 2, C, carries 0.696; number 3, H, carries 0.408; number 4, C, carries 0.400; number 5, H, carries 0.545; number 6, C, carries -0.186

Entry 2:
C35H29BrF4NNaO2PS2 | ωB97M-V with the def2-TZVPD basis set

```
! RIJCOSX wB97M-V def2-TZVPD def2/J DEFGRID3
* xyz 1 1
P 1.02 -2.09 1.33
F -3.95 -2.35 2.72
S 2.76 0.14 -2.92
C 5.31 -0.86 -3.04
H 7.30 -1.62 -3.13
H 1.73 0.33 2.61
C 3.31 2.57 -0.58
C 4.63 -0.85 3.90
C -1.15 6.50 -0.07
C 3.50 -2.56 2.65
H 1.32 3.00 -1.40
C 2.18 -6.00 -0.79
H 5.25 -0.64 -4.10
C -1.11 -3.34 4.68
C 4.58 -2.15 3.41
C -2.57 4.58 0.17
H 0.94 6.17 0.28
H 3.06 1.58 -0.22
C -2.41 5.92 -0.10
H 7.41 -2.13 -0.71
H 4.00 1.82 -3.96
C 4.08 2.47 -1.90
H -3.27 6.54 -0.33
H -3.56 4.14 0.17
C 2.52 -0.37 2.85
C -2.69 -2.57 3.06
C -1.65 -2.29 2.18
H 2.59 -4.71 -2.46
C 2.46 -1.68 2.38
C 6.51 -1.69 -1.14
H 1.68 -7.03 1.02
C -2.42 -3.09 4.31
S 1.20 3.36 0.92
C 1.74 -6.07 0.52
C -1.71 1.16 -1.89
C -1.47 3.79 0.48
C 1.43 -3.68 0.56
C 4.23 -0.59 -2.21
H -1.58 2.74 0.71
H 1.03 -4.99 2.22
H 1.91 -2.65 -1.26
C 6.45 -1.41 -2.49
H 2.45 2.40 -3.36
H 5.47 -0.53 4.50
H 4.40 3.47 -2.21
C -0.31 -2.53 2.52
C -0.22 4.37 0.49
H 5.45 -1.68 0.74
H 3.64 1.05 4.00
H 2.47 -6.90 -1.32
N -2.56 1.47 -2.61
H 2.25 4.45 -0.91
H -3.29 1.74 -3.23
O 0.70 1.94 1.04
C 5.42 -1.45 -0.32
C -0.09 -3.07 3.78
H 5.00 1.91 -1.71
F -3.41 -3.35 5.15
C 3.35 1.85 -3.08
C 1.36 -4.92 1.20
C 3.60 0.04 3.62
H 5.39 -2.84 3.63
H 3.40 -0.70 -0.23
O 1.71 0.13 -1.85
C 2.04 3.41 -0.68
C -0.04 5.72 0.24
C 4.26 -0.89 -0.85
F 1.15 -3.38 4.18
H 3.46 -3.58 2.28
H 3.97 3.02 0.16
F -0.84 -3.86 5.87
C 2.25 -4.77 -1.44
C 1.87 -3.62 -0.76
H -1.02 7.55 -0.27
Na 0.17 0.21 -0.28
Br -2.16 -1.62 0.48
*
```

The LUMO energy is -1.94 eV. The calculation puts the highest occupied orbital energy at -10.958 eV. The value obtained for the orbital gap is 9.017 eV. The calculation puts the energy above the lowest of the compared OMol25 structures with the same formula, charge and spin at 0.0 kcal per mole.

Results of the Mulliken charge analysis, in e, for atoms 1 through 6: number 1, P, carries 0.375; number 2, F, carries -0.310; number 3, S, carries -0.160; number 4, C, carries -0.577; number 5, H, carries 0.408; number 6, H, carries 0.397

Entry 3:
C35H29F10N6SbTi | ωB97M-V with the def2-TZVPD basis set

```
! RIJCOSX wB97M-V def2-TZVPD def2/J DEFGRID3
* xyz 2 1
C -0.16 0.60 2.85
H -3.44 -0.09 1.57
C 1.60 -2.77 -0.30
C 0.60 -0.60 -2.97
H 3.34 -0.63 1.41
C 0.66 4.43 1.21
H 2.73 -2.26 1.75
H 2.68 1.18 -1.75
C 2.91 2.22 -1.61
C -1.33 -2.63 1.94
F 1.97 -0.49 -0.44
H -0.58 -4.13 0.59
H 0.07 4.98 1.94
C 2.41 -1.76 -0.81
H -2.09 -3.36 2.23
H -5.43 2.80 -0.69
N 1.04 2.33 0.07
C 1.69 5.04 0.51
N 0.77 -0.08 2.14
H -2.06 -0.39 -3.19
C -0.14 -2.77 -3.50
H 1.94 6.08 0.68
F 0.50 0.44 -2.09
F 4.24 -0.87 -1.97
F 3.57 -5.51 -1.62
F 2.06 0.58 -4.37
H 3.21 4.68 -0.96
C -0.18 -1.70 -2.60
C 2.39 4.27 -0.39
C -3.91 1.79 -1.84
C 1.36 -0.51 -4.10
C -2.66 1.17 -1.83
F -0.82 -3.89 -3.26
H -3.63 -1.63 2.41
C 2.95 -1.29 2.18
H 3.95 2.29 -1.31
F 1.37 -5.14 -0.19
C 2.05 2.92 -0.60
H -1.59 -3.52 -1.05
C -2.79 -2.06 0.01
H -2.39 -0.50 2.94
C 0.38 3.10 0.95
H -3.44 -1.24 -0.30
C 0.63 -2.72 -4.65
C 0.69 -0.19 4.95
H -4.46 1.83 -2.77
N 0.56 -2.34 0.48
H -2.90 0.95 -3.93
H -1.02 1.10 4.75
C -2.41 1.70 0.39
H 2.81 2.72 -2.57
C -3.66 2.32 0.44
H -3.42 -2.88 0.37
H 0.64 -0.25 6.03
C -0.25 0.55 4.24
C 3.56 -1.92 -1.55
H 2.51 -1.28 4.75
C 1.71 -0.77 4.24
F 2.12 -1.56 -6.06
C -0.20 -3.34 1.22
C -2.18 0.68 -3.17
N -1.92 1.07 -0.69
F 5.05 -3.43 -2.55
H -3.99 2.79 1.36
Sb -1.25 2.33 2.12
H -0.94 -2.17 2.85
C -2.90 -0.89 2.07
C -1.99 -2.52 -1.19
C 3.20 -4.27 -1.35
H -1.24 1.16 -3.43
N -1.95 -1.55 1.13
C 1.75 -0.70 2.84
C -4.45 2.34 -0.69
H 0.43 -3.83 1.97
N -0.94 -1.54 -1.46
F 0.65 -3.77 -5.46
H -2.67 -2.57 -2.05
Ti -0.22 -0.53 0.05
C 3.96 -3.22 -1.83
C 2.05 -4.06 -0.61
H 3.73 -1.43 2.92
C 1.39 -1.60 -4.97
*
```

The LUMO energy (alpha / beta) is -7.52 / -7.60 eV. The calculation puts the highest occupied orbital energy (alpha / beta) at -13.066 / -13.054 eV. The value obtained for the orbital gap (alpha / beta) is 5.543 / 5.453 eV.

Results of the Mulliken charge analysis, in e, for atoms 1 through 6: number 1, C, carries -0.485; number 2, H, carries 0.318; number 3, C, carries -0.615; number 4, C, carries -0.136; number 5, H, carries -0.053; number 6, C, carries -0.841

Entry 4:
C35H29GeN2O5Pt | ωB97M-V with the def2-TZVPD basis set

```
! RIJCOSX wB97M-V def2-TZVPD def2/J DEFGRID3
* xyz -1 1
H -0.04 -1.27 -1.79
C 5.21 5.52 -1.21
C 4.36 2.94 -0.67
H -0.05 -6.83 -3.27
H 0.05 -1.95 2.98
C 3.18 -1.05 0.94
H -1.09 -4.84 -2.29
H 2.11 -7.65 -2.41
H -3.03 -4.04 -1.03
Pt -0.37 2.45 0.12
H 2.10 5.98 -0.89
C -4.44 3.67 0.28
C 1.02 -2.11 1.08
C -1.09 5.24 -0.37
C -2.23 -3.98 2.24
C 1.97 -1.02 3.01
C -5.25 4.78 0.17
O 1.65 2.45 -0.19
C -3.33 6.16 -0.23
H -4.86 2.70 0.49
C 1.68 -4.99 -0.39
C 6.12 4.49 -1.17
H 4.05 -0.77 0.36
O -2.37 2.64 0.28
H -3.57 -4.48 3.84
C 2.01 3.66 -0.50
C 0.94 -1.73 2.42
H -0.74 6.24 -0.61
C -0.14 -5.19 -1.90
N 1.12 4.65 -0.60
H -2.90 7.13 -0.43
C 2.15 -1.75 0.36
C 5.70 3.20 -0.90
O -0.54 0.58 0.80
C -4.50 -4.68 1.93
C -3.04 3.74 0.14
H -1.47 -2.20 -2.23
H 4.01 1.95 -0.45
H -1.41 -3.74 2.90
C 3.41 3.97 -0.73
O -1.78 -1.13 1.43
C -1.86 -0.56 -0.86
H 6.42 2.39 -0.85
H -1.77 0.36 -1.44
H 2.16 -4.47 0.43
C -1.39 -0.32 0.59
C 3.85 5.29 -1.00
C 0.44 -6.31 -2.46
C 1.65 -6.77 -1.98
C -3.14 -4.14 0.04
H -5.16 -4.82 -0.10
H 3.89 -0.12 2.73
H -6.32 4.68 0.29
H 1.89 -0.71 4.04
C -2.07 -3.81 0.87
C -4.34 -4.58 0.56
H -5.32 6.91 -0.14
H 2.21 -2.03 -0.69
Ge -0.45 -2.97 0.06
N -0.14 4.27 -0.35
C 3.09 -0.68 2.27
H -2.90 -0.89 -0.80
C -2.45 5.04 -0.16
C -4.69 6.04 -0.07
H 3.23 -6.45 -0.56
H -5.46 -4.98 2.34
C 0.46 -4.51 -0.86
C 2.28 -6.10 -0.94
H 7.17 4.69 -1.37
H 5.51 6.54 -1.39
C -0.98 -1.68 -1.40
C -3.44 -4.39 2.77
O 3.01 6.34 -1.05
*
```

The LUMO energy (alpha / beta) is 2.10 / 2.10 eV. The calculation puts the highest occupied orbital energy (alpha / beta) at -4.913 / -4.913 eV. The value obtained for the orbital gap (alpha / beta) is 7.014 / 7.014 eV.

Results of the Mulliken charge analysis, in e, for atoms 1 through 6: number 1, H, carries 0.455; number 2, C, carries -0.666; number 3, C, carries -0.753; number 4, H, carries 0.381; number 5, H, carries 0.219; number 6, C, carries -0.723

Entry 5:
C35H30BCo2F3O8 | ωB97M-V with the def2-TZVPD basis set

```
! RIJCOSX wB97M-V def2-TZVPD def2/J DEFGRID3
* xyz 0 1
H -2.43 3.97 -0.64
C -5.02 -0.41 3.44
F 6.60 2.83 -3.58
C 1.68 -2.98 -2.63
H -2.85 1.08 -2.85
H -0.55 3.33 -4.76
C -2.58 1.98 -2.29
C 4.03 1.51 -3.17
H -3.42 2.67 -2.36
H -0.87 -1.49 1.93
H 1.36 -1.09 2.83
C 2.66 1.39 -3.00
Co -4.00 -4.03 2.91
C 0.41 -2.50 -2.85
H 3.14 -1.69 4.39
C -3.55 -5.32 1.74
O -3.05 -4.85 5.58
O -6.10 -0.08 3.48
H -0.75 0.46 -0.33
C -3.45 -4.54 4.56
C 2.51 -2.34 -1.72
H -1.00 -4.37 4.32
H 2.87 -3.63 5.88
C 0.93 -4.15 5.15
C 0.29 4.63 -2.69
C -2.41 -2.73 2.87
H 0.87 0.72 0.32
C -0.70 3.73 -1.94
C 4.16 2.79 -1.16
C -1.01 -2.30 2.61
H -1.37 5.37 -0.68
O -2.12 -1.29 6.06
O -3.22 -6.11 0.99
H 2.71 -0.71 -0.36
C 2.80 2.67 -0.99
H -2.45 5.05 -2.04
O -6.90 -3.37 3.08
C -1.50 3.04 -4.31
C 6.30 2.25 -2.39
C -1.29 2.57 -2.87
H -2.44 1.71 -1.25
H 4.77 3.34 -0.46
O -0.27 1.56 -2.84
C -2.26 0.29 2.55
F 6.77 0.99 -2.35
C 0.77 -0.74 -1.24
C -1.81 4.58 -1.30
C -2.60 -1.13 5.04
C 2.25 -2.31 4.32
H 3.51 -2.69 -1.58
H 0.80 -4.97 5.84
C -5.79 -3.63 3.02
Co -3.28 -0.93 3.37
C 0.04 -2.71 3.41
C 1.26 -1.97 3.44
H 2.04 -3.83 -3.18
H 4.53 1.06 -4.01
F 6.82 2.98 -1.38
O 0.01 3.03 -0.92
H 2.30 3.12 -0.15
H -1.02 -0.98 -2.37
H 2.06 0.84 -3.71
C 0.31 0.51 -0.59
H 1.05 4.01 -3.19
H -0.23 -2.97 -3.58
B 0.50 1.79 -1.59
H -1.91 2.23 -4.91
C -0.08 -3.81 4.29
H -3.20 -2.66 0.90
C 2.05 -1.23 -1.04
O -1.57 1.01 2.00
H -2.18 3.89 -4.36
C 2.09 -3.39 5.18
C 2.06 1.97 -1.91
C 4.78 2.20 -2.24
H -0.20 5.25 -3.45
C -0.04 -1.38 -2.17
H 0.80 5.29 -1.99
C -3.44 -2.36 1.91
*
```

The LUMO energy is -4.02 eV. The calculation puts the highest occupied orbital energy at -6.584 eV. The value obtained for the orbital gap is 2.565 eV. The calculation puts the energy above the lowest of the compared OMol25 structures with the same formula, charge and spin at 30.9 kcal per mole.

Results of the Mulliken charge analysis, in e, for atoms 1 through 6: number 1, H, carries 0.364; number 2, C, carries 0.230; number 3, F, carries -0.258; number 4, C, carries -0.436; number 5, H, carries 0.430; number 6, H, carries 0.420

Entry 6:
C35H30F6N2O3 | ωB97M-V with the def2-TZVPD basis set

```
! RIJCOSX wB97M-V def2-TZVPD def2/J DEFGRID3
* xyz 0 1
F 3.12 -1.32 6.67
H 1.30 -1.58 4.75
C 3.94 -6.07 2.78
C 1.55 -0.46 -0.09
C -0.71 3.68 -1.23
H 2.90 -7.94 2.55
H -6.74 2.30 1.18
F 3.79 -0.65 4.67
C 1.30 -0.02 -2.93
H 3.59 -3.02 0.99
C 1.27 0.44 -1.33
C -7.04 2.71 -0.94
F -1.69 5.78 0.81
H 0.24 -3.05 -2.52
C 1.38 1.19 -3.94
C 2.11 -2.31 4.72
C 2.84 -2.21 1.03
O 2.85 -2.00 -3.21
H -0.49 4.73 -1.45
C 3.83 -4.70 3.00
H 4.94 -6.49 2.63
H 0.61 2.01 -3.78
C 2.75 -0.66 -3.08
H 1.31 0.75 -5.00
C -4.99 3.09 0.28
C -2.94 5.51 -1.18
H 3.00 -1.75 -1.07
C 1.85 -2.73 -3.99
H -3.88 5.86 -1.60
C 1.13 -0.04 1.19
C 2.56 -4.11 3.15
F -3.87 6.07 0.92
H 2.15 -3.78 -3.86
C 2.48 -1.52 -0.13
C 0.30 2.73 -1.34
H 0.54 0.89 1.27
H 1.30 3.05 -1.67
H 0.64 -6.93 2.96
H 0.45 -4.49 3.48
H -0.29 -2.83 -4.24
C 1.42 -4.94 3.25
N -3.08 4.08 -0.87
H 2.21 1.08 -1.56
H -3.09 1.65 0.19
C 0.17 -0.96 -3.37
F 4.34 -2.66 5.40
H -7.05 3.28 -3.04
H 1.90 -2.40 -5.03
C -1.98 3.25 -0.82
C -6.31 2.66 0.25
C 1.52 -0.67 2.38
N 2.44 -2.71 3.35
H -4.70 4.12 -2.98
C 2.79 -6.86 2.75
C 0.07 1.38 -1.04
O 3.76 0.03 -2.99
H 4.69 -4.04 3.06
C -6.47 3.23 -2.11
C -2.77 6.26 0.11
H 2.43 1.48 -3.71
C -4.41 3.59 -0.91
H -8.08 2.35 -0.95
H 1.87 -3.21 5.27
H -1.35 -0.09 -0.23
C 1.53 -6.30 2.98
H -4.36 3.05 1.17
C -1.18 0.97 -0.52
H 1.26 -0.21 3.35
C 3.33 -1.72 5.38
C 2.27 -1.85 2.28
C -2.18 1.93 -0.35
O -0.95 -0.50 -3.68
H -2.09 5.73 -1.83
F -2.60 7.60 -0.01
C -5.17 3.70 -2.09
C 0.44 -2.45 -3.48
*
```

The LUMO energy is 0.45 eV. The SMILES is C[C@@]1(C(c2ccc(N(CC(F)(F)F)c3ccccc3)cc2)c2ccc(N(CC(F)(F)F)c3ccccc3)cc2)C(=O)CCOC1=O. The calculation puts the highest occupied orbital energy at -7.732 eV. The value obtained for the orbital gap is 8.179 eV. The calculation puts the energy above the lowest of the compared OMol25 structures with the same formula, charge and spin at 24.6 kcal per mole.

Results of the Mulliken charge analysis, in e, for atoms 1 through 6: number 1, F, carries -0.293; number 2, H, carries 0.383; number 3, C, carries -0.769; number 4, C, carries 0.603; number 5, C, carries -0.601; number 6, H, carries 0.364

| no. | energy (eV) | molecular weight (g/mol) |
| --- | --- | --- |
| 1 | -71690.1652 | 814.55 |
| 2 | -158633.3592 | 769.62 |
| 3 | -102517.4192 | 893.27 |
| 4 | -109749.0703 | 825.31 |
| 5 | -137240.0944 | 764.29 |
| 6 | -62208.7631 | 640.62 |